Record 1
19
Properties=species:S:1:pos:R:3:forces:R:3:mulliken_charge:R:1 method="wB97M-V/def2-TZVPD" total_energy_ev=-9473.1785 multiplicity=1 homo_energy_ev=-9.709 e_above_lowest_ev=1.9572 orbital_gap_ev=10.718
C 0.715 -1.208 0.795 0.002 0.035 -0.022 -1.378
C 1.113 -0.228 -0.285 0.239 -0.197 0.148 0.553
C 1.173 -0.687 -1.752 0.027 -0.115 -0.032 -0.706
C 0.413 0.613 -2.027 -0.032 0.041 -0.244 -0.295
O 0.086 0.742 -0.625 -0.086 0.051 -0.012 -0.531
H -0.161 -1.792 0.505 0.064 0.023 -0.044 0.385
H 0.468 -0.693 1.726 0.073 0.023 -0.092 0.187
H 1.547 -1.888 1.005 -0.071 0.067 -0.095 0.398
H 2.014 0.324 0.014 -0.027 -0.085 -0.044 0.273
H 0.554 -1.573 -1.916 0.046 0.098 0.020 0.240
H 2.147 -0.831 -2.223 -0.089 0.095 0.118 0.319
H 1.062 1.439 -2.351 -0.127 -0.123 0.079 0.215
H -0.476 0.575 -2.664 0.135 -0.011 0.156 0.289
C -1.811 1.021 1.947 0.039 0.248 0.329 -0.588
O -2.175 0.137 0.913 -0.013 0.007 -0.172 -0.578
H -1.147 0.542 2.684 -0.089 0.019 -0.071 0.215
H -2.713 1.345 2.476 0.103 -0.068 -0.101 0.288
H -1.295 1.911 1.567 -0.104 -0.100 0.016 0.234
H -1.514 0.250 0.211 -0.090 -0.008 0.062 0.480

***

Record 2
11
Properties=species:S:1:pos:R:3:forces:R:3:mulliken_charge:R:1 method="wB97M-V/def2-TZVPD" total_energy_ev=-7660.0583 multiplicity=1 homo_energy_ev=-9.808 e_above_lowest_ev=2.3973 orbital_gap_ev=9.977
N -1.561 -0.180 -0.322 -0.722 0.456 0.789 -0.623
C -0.293 -0.024 0.334 1.077 0.678 -0.769 0.271
C 0.713 1.079 -0.108 1.195 0.436 2.748 -0.228
N 1.919 0.586 -0.206 -2.040 0.421 -0.630 -0.351
N 1.793 -0.879 -0.245 1.174 0.758 -0.162 -0.384
C 0.621 -1.174 0.085 -0.981 0.020 0.790 -0.250
H -1.514 -0.208 -1.321 0.449 -0.183 -0.541 0.243
H -2.075 0.661 -0.111 -0.586 0.032 0.021 0.259
H -0.452 0.147 1.430 0.126 -0.189 -0.743 0.334
H 0.569 2.168 0.259 0.350 -1.696 -1.343 0.291
H 0.279 -2.176 0.205 -0.041 -0.732 -0.160 0.440